Density functional theory data (ωB97M-V/def2-TZVPD) for C15H31AlI2O4PSi as an isolated structure at a distorted geometry.

Computed properties:
Highest occupied orbital energy (eV): -17.95
LUMO (hartree): -0.5307

Structure (ORCA input):
```
! wB97M-V def2-TZVPD RIJCOSX def2/J DEFGRID3
* xyz 3 1
C -1.51442 5.08954 -1.73933
C -2.62753 3.95728 -1.53779
C -2.00932 2.47198 -1.33553
C -0.96646 2.43076 -0.11889
Si 0.28152 0.94741 -0.22321
C -0.73772 -0.58370 -0.80624
C -0.84443 -0.71735 -2.38264
O 0.03988 -1.25407 -3.10469
C 0.89401 0.69966 1.60261
C 1.78807 -0.62575 1.81828
P 0.77088 -2.12399 2.44720
O 0.91599 -2.12926 3.97985
O -0.88773 -1.91884 2.12354
C -1.55263 -3.18000 1.83875
C -2.98018 -2.91386 1.11531
O 1.44484 -3.49254 1.69499
C 1.91881 -4.49164 2.66891
C 3.32431 -4.09566 3.33237
C 1.73505 1.26955 -1.45523
I 3.69872 1.49427 -0.44825
C 1.56008 2.63421 -2.33354
C 0.76092 2.40185 -3.70248
I 3.64557 3.33412 -2.70230
H -1.96120 6.04347 -2.16266
H -1.11362 5.35994 -0.69346
H -0.61730 4.77445 -2.36727
H -3.20821 4.21618 -0.57992
H -3.34716 3.99345 -2.41666
H -1.63644 2.01351 -2.30741
H -2.90765 1.82905 -1.00955
H -1.55154 2.24645 0.84779
H -0.34874 3.37664 0.01763
H -0.32502 -1.57423 -0.41128
H -1.81238 -0.51648 -0.39625
H -1.78413 -0.35132 -2.93629
H 1.41696 1.67285 1.87695
H -0.07671 0.58673 2.21094
H 2.34344 -0.96996 0.87281
H 2.52779 -0.38427 2.65998
H -0.96283 -3.86866 1.09596
H -1.69167 -3.72482 2.83395
H -3.28632 -1.82273 1.13049
H -2.87238 -3.21875 0.00517
H -3.72457 -3.61928 1.60066
H 1.08681 -4.65623 3.42292
H 2.09503 -5.45663 2.06878
H 3.71850 -4.97929 3.94409
H 4.02938 -3.77976 2.49526
H 3.25171 -3.21866 4.05502
H 1.80905 0.37805 -2.17694
H 1.10159 3.45672 -1.68347
H 0.34149 1.35195 -3.82638
H -0.11299 3.13160 -3.72138
H 1.41112 2.60118 -4.62404
Al -0.45026 -4.09513 -0.55716
*
```